(1)
The molecule C8H10O2. Source: the Open Molecules 2025 dataset; level of theory: ωB97M-V/def2-TZVPD.

Structure (XYZ):
```
20
C8H10O2, DFT ωB97M-V/def2-TZVPD
C 0.11 -2.42 2.48
C 0.04 -0.88 0.65
C 0.22 0.26 1.44
C 0.18 1.52 0.89
C 0.00 1.65 -0.48
C -0.15 0.53 -1.31
C -0.33 0.73 -2.80
C -0.10 -0.73 -0.72
H 0.05 -3.53 2.59
H 1.04 -2.09 2.97
H -0.74 -1.95 3.02
H 0.42 0.14 2.51
H 0.28 2.42 1.52
H 0.11 2.93 -1.96
H -0.40 -0.24 -3.34
H 0.56 1.23 -3.26
H -1.18 1.35 -3.04
H -0.17 -1.66 -1.31
O 0.04 -2.18 1.10
O 0.02 2.92 -0.96
```

The molar mass is 138.17 g/mol. Its spin multiplicity is 1. The HOMO energy is -7.8 eV. As for the max |F|: 2.2 eV/Å. As for the SMILES: COc1ccc(O)c(C)c1. The total energy comes out at -461.30120 a.u.

=====

(2)
A structure of composition C32H38BrN7O7PSSc. Source: the Open Molecules 2025 dataset; level of theory: ωB97M-V/def2-TZVPD.

Structure (XYZ):
```
88
C32H38BrN7O7PSSc, DFT ωB97M-V/def2-TZVPD
Sc -1.29 -0.11 -1.60
O -1.59 -1.48 0.16
C -0.59 -0.97 0.71
O 0.33 -0.41 0.06
C -0.40 -1.09 2.20
C -0.94 -2.18 2.86
C -0.77 -2.32 4.23
C -0.06 -1.37 4.93
C 0.49 -0.28 4.27
C 0.34 -0.12 2.89
P 1.20 1.27 1.99
C 1.10 2.52 3.36
C 2.18 3.16 3.98
C 1.98 4.19 4.89
C 0.70 4.62 5.20
C -0.39 3.99 4.60
C -0.19 2.96 3.71
C 2.94 0.63 2.20
C 3.27 -0.69 2.49
C 4.58 -1.15 2.38
C 5.60 -0.29 1.98
C 5.29 1.02 1.66
C 3.98 1.46 1.74
H -1.49 -2.91 2.29
H -1.20 -3.18 4.74
H 0.09 -1.48 6.00
H 1.07 0.44 4.83
H 3.19 2.84 3.77
H 2.84 4.67 5.35
H 0.55 5.44 5.89
H -1.39 4.32 4.83
H -1.04 2.48 3.23
H 2.50 -1.38 2.80
H 4.81 -2.19 2.60
H 6.62 -0.65 1.90
H 6.07 1.69 1.31
H 3.73 2.47 1.41
O -2.88 0.95 -0.83
S -1.98 1.95 -0.16
O -2.55 3.27 -0.12
O -1.70 1.43 1.19
O -0.75 1.85 -1.03
O 0.05 -4.01 -3.34
C -0.33 -2.94 -2.93
N -0.69 -1.89 -2.55
C 1.48 0.52 -4.02
N 2.86 0.78 -4.46
C 3.69 -0.35 -4.05
N 3.66 -0.57 -2.60
C 2.26 -0.80 -2.21
N 1.40 0.33 -2.57
C 1.91 1.53 -1.91
N 3.30 1.82 -2.30
C 3.34 1.97 -3.75
C 4.12 0.66 -1.94
H 1.10 -0.37 -4.52
H 0.85 1.37 -4.31
H 4.73 -0.16 -4.36
H 3.33 -1.25 -4.54
H 2.21 -0.95 -1.13
H 1.90 -1.70 -2.71
H 1.86 1.38 -0.83
H 1.27 2.38 -2.16
H 4.37 2.18 -4.06
H 2.71 2.82 -4.03
H 4.07 0.52 -0.86
H 5.16 0.85 -2.23
Br -1.98 0.79 -3.93
C -4.82 -0.84 -2.63
C -6.25 -1.45 -2.60
N -6.32 -2.54 -1.62
C -5.32 -3.55 -1.97
C -3.90 -2.93 -1.95
N -3.98 -1.51 -1.64
C -4.59 -1.34 -0.32
C -5.99 -2.00 -0.30
H -4.82 0.23 -2.40
H -4.35 -0.96 -3.61
H -6.53 -1.86 -3.58
H -7.00 -0.70 -2.33
H -5.57 -3.95 -2.95
H -5.41 -4.36 -1.24
H -3.41 -3.03 -2.93
H -3.25 -3.40 -1.21
H -4.64 -0.27 -0.12
H -3.92 -1.77 0.42
H -6.77 -1.28 -0.02
H -6.04 -2.83 0.41
```

The molar mass is 820.60 g/mol. Its spin multiplicity is 1. The HOMO energy is -3.0 eV. As for the max |F|: 2.1 eV/Å. The total energy comes out at -6226.83590 a.u. The net charge is -2.